{
  "formula": "C2H5ClNOP",
  "method": "wB97M-V/def2-TZVPD",
  "total_charge": 0,
  "smiles": "ClP1CCON1",
  "e_tot_ev": -27502.9791,
  "gap_ha": 0.362,
  "e_above_lowest_kcal_mol": 42.0,
  "lumo_energy_ev": 0.976,
  "species": ["Cl", "P", "C", "C", "O", "N", "H", "H", "H", "H", "H"],
  "coordinates": [[-2.514371, 0.610559, 0.483732], [-1.296378, -0.230072, -0.885569], [0.215842, 0.843424, -0.636873], [0.902940, 0.199756, 0.570264], [0.774895, -1.187491, 0.422570], [-0.608425, -1.435977, 0.150092], [-0.052823, 1.886663, -0.477046], [0.839108, 0.763324, -1.530176], [1.973492, 0.402022, 0.610752], [0.422989, 0.532156, 1.500577], [-0.657268, -2.384364, -0.208326]],
  "forces_ev_per_angstrom": [[-0.850, 0.742, 0.689], [0.928, -0.215, -0.355], [-0.149, -0.347, -0.015], [-0.189, 0.449, 0.027], [0.248, -0.501, 0.037], [-0.065, -0.156, -0.268], [-0.071, -0.069, -0.038], [-0.028, -0.017, 0.020], [-0.071, -0.010, 0.000], [0.064, -0.018, -0.077], [0.183, 0.143, -0.020]],
  "mulliken_charge": [-0.23, 0.17, -0.68, -0.27, -0.27, -0.30, 0.37, 0.34, 0.30, 0.27, 0.27]
}